# 1
{"formula": "C32H58ClF4N16O15PS", "method": "ωB97M-V/def2-TZVPD", "charge": 0, "smiles": "CC(=O)OCCCC1=C(CCCC(=O)O)C(=O)c2c(C[C@H](C)F)c(COC(F)(F)F)c([PH2]=S)c(Cl)c2C1=O.NC(N)=O.NC(N)=O.NC(N)=O.NC(N)=O.NC(N)=O.NC(N)=O.NC(N)=O.NC(N)=O", "orbital_gap_ev": 7.2, "symbols": ["C", "C", "O", "O", "C", "C", "C", "C", "C", "C", "C", "C", "C", "O", "O", "C", "O", "C", "C", "C", "C", "C", "F", "C", "C", "O", "C", "F", "F", "F", "C", "P", "S", "C", "Cl", "C", "C", "O", "H", "H", "H", "H", "H", "H", "H", "H", "H", "H", "H", "H", "H", "H", "H", "H", "H", "H", "H", "H", "H", "H", "H", "H", "H", "H", "N", "C", "N", "O", "H", "H", "H", "H", "N", "C", "N", "O", "H", "H", "H", "H", "N", "C", "N", "O", "H", "H", "H", "H", "N", "C", "N", "O", "H", "H", "H", "H", "N", "C", "N", "O", "H", "H", "H", "H", "N", "C", "N", "O", "H", "H", "H", "H", "N", "C", "N", "O", "H", "H", "H", "H", "N", "C", "N", "O", "H", "H", "H", "H"], "coordinates": [[5.024, 7.725, -0.449], [4.573, 6.349, -0.804], [3.768, 5.752, -0.166], [5.132, 5.815, -1.918], [6.171, 4.864, -1.601], [6.216, 3.802, -2.665], [6.703, 2.447, -2.118], [5.671, 1.969, -1.148], [5.809, 1.898, 0.177], [7.033, 2.240, 0.968], [8.113, 1.151, 0.959], [9.503, 1.804, 1.099], [10.532, 0.850, 1.604], [11.320, 0.314, 0.890], [10.477, 0.560, 2.938], [4.633, 1.451, 0.946], [4.745, 0.779, 1.943], [3.307, 1.896, 0.421], [2.251, 2.261, 1.274], [2.436, 2.218, 2.772], [2.187, 0.857, 3.482], [1.662, -0.236, 2.580], [1.327, 1.090, 4.564], [1.049, 2.713, 0.679], [-0.078, 3.194, 1.563], [-0.460, 2.198, 2.504], [-1.152, 2.665, 3.549], [-1.665, 1.626, 4.213], [-0.406, 3.367, 4.413], [-2.165, 3.461, 3.185], [0.903, 2.786, -0.721], [-0.593, 3.388, -1.588], [-0.304, 5.078, -2.543], [1.974, 2.396, -1.544], [1.827, 2.450, -3.259], [3.168, 1.961, -0.968], [4.377, 1.577, -1.766], [4.343, 0.998, -2.815], [4.911, 8.375, -1.313], [4.412, 8.114, 0.353], [6.058, 7.719, -0.118], [5.936, 4.443, -0.628], [7.117, 5.398, -1.497], [6.786, 4.113, -3.534], [5.192, 3.672, -3.014], [7.663, 2.579, -1.630], [6.788, 1.730, -2.927], [6.745, 2.501, 1.978], [7.469, 3.139, 0.537], [8.065, 0.562, 0.051], [8.000, 0.508, 1.827], [9.808, 2.225, 0.146], [9.367, 2.643, 1.778], [10.835, 1.301, 3.439], [1.834, 2.982, 3.247], [3.469, 2.480, 2.963], [3.129, 0.537, 3.913], [2.404, -0.400, 1.807], [0.748, 0.107, 2.106], [1.499, -1.147, 3.142], [-0.943, 3.431, 0.970], [0.231, 4.116, 2.059], [-1.000, 2.375, -2.466], [-1.622, 3.576, -0.669], [-3.798, -0.491, -0.157], [-2.948, 0.029, 0.765], [-3.249, -0.266, 2.067], [-1.975, 0.712, 0.469], [-4.595, -1.066, 0.059], [-3.601, -0.301, -1.121], [-2.642, 0.100, 2.776], [-4.037, -0.824, 2.335], [-7.414, -2.301, -2.510], [-6.130, -2.568, -2.183], [-5.327, -2.927, -3.222], [-5.694, -2.491, -1.031], [-7.775, -2.361, -3.451], [-8.038, -2.054, -1.767], [-4.372, -3.157, -3.012], [-5.653, -2.994, -4.167], [-3.007, -6.570, 0.525], [-3.729, -5.769, -0.324], [-4.725, -5.040, 0.261], [-3.492, -5.713, -1.517], [-3.177, -6.630, 1.510], [-2.265, -7.111, 0.123], [-5.267, -4.433, -0.341], [-4.925, -5.068, 1.242], [-8.777, -5.288, -4.218], [-9.341, -4.327, -5.007], [-10.297, -4.745, -5.880], [-8.994, -3.151, -4.920], [-9.024, -6.259, -4.252], [-8.087, -4.985, -3.550], [-10.728, -4.051, -6.475], [-10.583, -5.701, -5.957], [-9.837, -6.153, -0.951], [-8.555, -5.754, -0.683], [-8.058, -6.136, 0.529], [-7.907, -5.100, -1.480], [-10.396, -6.690, -0.317], [-10.224, -5.874, -1.834], [-7.112, -5.873, 0.732], [-8.576, -6.674, 1.197], [6.101, 1.141, 4.596], [7.342, 1.643, 4.856], [7.789, 1.465, 6.136], [8.021, 2.198, 4.004], [5.541, 0.672, 5.282], [5.750, 1.212, 3.656], [8.702, 1.814, 6.357], [7.256, 1.006, 6.849], [-11.326, -2.110, -10.079], [-11.027, -1.970, -8.754], [-10.532, -0.755, -8.383], [-11.189, -2.873, -7.950], [-11.199, -1.383, -10.756], [-11.689, -2.996, -10.376], [-10.297, -0.635, -7.414], [-10.386, 0.003, -9.020], [3.465, -2.853, 7.166], [2.732, -2.224, 6.193], [1.755, -1.380, 6.640], [2.935, -2.400, 5.005], [3.312, -2.723, 8.147], [4.187, -3.478, 6.862], [1.216, -0.900, 5.939], [1.563, -1.208, 7.608]], "lowdin_charge": [0.02, -0.56, 0.14, -0.02, -0.16, -0.13, -0.10, -0.10, -0.09, -0.13, -0.14, -0.11, -0.53, 0.14, 0.08, -0.26, 0.11, -0.01, -0.07, -0.05, -0.33, 0.00, -0.03, -0.09, -0.12, 0.03, -0.73, 0.17, 0.16, 0.17, -0.31, 0.38, 0.08, -0.56, 0.75, -0.08, -0.32, 0.12, 0.09, 0.09, 0.09, 0.11, 0.13, 0.12, 0.12, 0.11, 0.13, 0.10, 0.11, 0.12, 0.12, 0.12, 0.11, 0.12, 0.11, 0.11, 0.11, 0.08, 0.08, 0.07, 0.07, 0.15, -0.02, -0.02, 0.17, -0.66, 0.16, 0.01, 0.06, 0.10, 0.08, 0.09, 0.17, -0.67, 0.18, -0.04, 0.06, 0.11, 0.10, 0.10, 0.14, -0.68, 0.16, 0.02, 0.08, 0.10, 0.06, 0.09, 0.16, -0.66, 0.16, -0.01, 0.09, 0.06, 0.05, 0.09, 0.16, -0.65, 0.16, 0.02, 0.09, 0.09, 0.07, 0.09, 0.18, -0.65, 0.15, 0.02, 0.10, 0.06, 0.10, 0.09, 0.15, -0.66, 0.16, 0.01, 0.09, 0.10, 0.11, 0.09, 0.14, -0.68, 0.16, 0.03, 0.09, 0.10, 0.09, 0.09]}

# 2
{"formula": "C10H21ClI2N2O2PTl", "method": "ωB97M-V/def2-TZVPD", "charge": 2, "relative_energy_ev": 0.000, "orbital_gap_ev": [2.6, 2.8], "symbols": ["I", "I", "Tl", "P", "C", "C", "H", "H", "H", "C", "H", "H", "H", "H", "H", "H", "C", "O", "Cl", "C", "N", "C", "C", "C", "N", "C", "C", "O", "H", "H", "H", "H", "H", "H", "H", "H", "H", "H", "H", "H"], "coordinates": [[-1.811, -1.294, -1.260], [-1.400, 1.722, -2.641], [2.835, 0.341, -0.361], [-0.116, 0.411, -4.225], [-1.337, -0.206, -5.369], [0.931, 1.592, -5.037], [1.781, -0.563, -3.155], [1.204, -1.475, -4.566], [0.309, -1.621, -3.000], [0.882, -0.950, -3.655], [1.846, 1.725, -4.438], [1.183, 1.155, -6.014], [-0.793, -0.565, -6.253], [-2.044, 0.582, -5.649], [0.405, 2.546, -5.160], [-1.889, -1.038, -4.920], [-3.813, 0.034, -1.589], [-4.763, 0.416, -1.077], [3.676, 1.073, -2.721], [2.600, 0.621, 2.830], [1.307, 0.195, 3.333], [1.307, -0.928, 4.245], [0.008, -0.935, 4.997], [-1.148, -0.975, 4.039], [-1.004, 0.025, 3.003], [-2.194, 0.319, 2.243], [0.201, 0.517, 2.556], [0.321, 1.212, 1.524], [2.473, 1.559, 2.277], [3.035, -0.160, 2.165], [3.300, 0.776, 3.665], [1.470, -1.886, 3.714], [2.150, -0.781, 4.923], [-0.077, -0.044, 5.622], [-0.023, -1.802, 5.654], [-2.095, -0.795, 4.560], [-1.211, -1.975, 3.583], [-2.543, -0.566, 1.692], [-2.991, 0.628, 2.937], [-1.970, 1.109, 1.529]], "nbo_charge": [0.47, 0.17, 0.85, 1.39, -1.00, -1.02, 0.32, 0.30, 0.25, -1.02, 0.33, 0.29, 0.29, 0.29, 0.29, 0.27, 0.55, -0.33, -0.81, -0.41, -0.43, -0.21, -0.42, -0.21, -0.41, -0.41, 0.79, -0.72, 0.23, 0.16, 0.23, 0.19, 0.23, 0.23, 0.24, 0.22, 0.19, 0.16, 0.23, 0.23]}

# 3
{"formula": "C6H12N2O", "method": "ωB97M-V/def2-TZVPD", "charge": 0, "relative_energy_ev": 6.451, "orbital_gap_ev": 7.8, "symbols": ["C", "C", "C", "N", "C", "C", "C", "O", "N", "H", "H", "H", "H", "H", "H", "H", "H", "H", "H", "H", "H"], "coordinates": [[1.070, 0.108, -1.535], [1.087, -0.072, 1.627], [-1.039, 1.246, 1.419], [-0.490, -1.204, -0.271], [-0.293, -0.488, -1.583], [0.032, 0.466, 0.676], [0.429, 1.062, -0.573], [0.181, -2.464, -0.120], [-1.253, -0.472, -2.438], [0.228, -2.834, -1.019], [-1.479, -1.370, -0.092], [-2.066, 0.061, -2.134], [1.890, -0.491, -1.130], [1.313, 0.533, -2.505], [0.286, 2.104, -0.818], [1.922, -0.529, 1.102], [1.446, 0.733, 2.269], [-1.723, 1.742, 0.729], [-1.590, 0.621, 2.123], [-0.581, 2.060, 1.982], [0.630, -0.809, 2.291]], "nbo_charge": [-0.49, -0.66, -0.68, -0.30, 0.45, 0.27, -0.44, -0.56, -0.83, 0.47, 0.37, 0.36, 0.21, 0.25, 0.23, 0.22, 0.22, 0.22, 0.22, 0.24, 0.21]}

Q: What is the charge in the third record?
A: 0

Copy entry 3 word for word.
{"formula": "C6H12N2O", "method": "ωB97M-V/def2-TZVPD", "charge": 0, "relative_energy_ev": 6.451, "orbital_gap_ev": 7.8, "symbols": ["C", "C", "C", "N", "C", "C", "C", "O", "N", "H", "H", "H", "H", "H", "H", "H", "H", "H", "H", "H", "H"], "coordinates": [[1.070, 0.108, -1.535], [1.087, -0.072, 1.627], [-1.039, 1.246, 1.419], [-0.490, -1.204, -0.271], [-0.293, -0.488, -1.583], [0.032, 0.466, 0.676], [0.429, 1.062, -0.573], [0.181, -2.464, -0.120], [-1.253, -0.472, -2.438], [0.228, -2.834, -1.019], [-1.479, -1.370, -0.092], [-2.066, 0.061, -2.134], [1.890, -0.491, -1.130], [1.313, 0.533, -2.505], [0.286, 2.104, -0.818], [1.922, -0.529, 1.102], [1.446, 0.733, 2.269], [-1.723, 1.742, 0.729], [-1.590, 0.621, 2.123], [-0.581, 2.060, 1.982], [0.630, -0.809, 2.291]], "nbo_charge": [-0.49, -0.66, -0.68, -0.30, 0.45, 0.27, -0.44, -0.56, -0.83, 0.47, 0.37, 0.36, 0.21, 0.25, 0.23, 0.22, 0.22, 0.22, 0.22, 0.24, 0.21]}

Q: Which formula does entry 1 have?
A: C32H58ClF4N16O15PS